(1)
Computed, not measured: 5 unconnected molecules or ions with the total composition C16H13Cl16F9O4S at a distorted geometry, with ωB97M-V with the def2-TZVPD basis set.

Properties
structure (SMILES)	C#CC[C@]1(CCCCC(F)(F)C(F)(F)S(F)(F)(F)(F)F)OC(=O)O[C@@H]1O.ClC(Cl)(Cl)Cl.ClC(Cl)(Cl)Cl.ClC(Cl)(Cl)Cl.ClC(Cl)(Cl)Cl
maximum force	4.1	eV Å⁻¹
E_LUMO	-0.024	hartree
HOMO energy	-10.11	eV
spin multiplicity	1
HOMO-LUMO gap	9.46	eV

Element x y z (Å)
1 C -3.880 3.308 -2.227
2 C -3.587 2.265 -1.742
3 C -3.112 0.907 -1.188
4 C -1.487 0.840 -1.183
5 C -1.202 -0.020 0.106
6 C 0.308 -0.028 0.570
7 C 0.342 -0.870 1.930
8 C 1.796 -1.352 2.283
9 C 1.801 -2.538 3.339
10 F 2.260 -1.937 4.526
11 F 0.535 -2.989 3.644
12 C 2.844 -3.678 3.024
13 F 3.301 -4.183 4.217
14 F 3.943 -3.077 2.454
15 S 2.262 -5.056 1.901
16 F 1.155 -4.131 1.161
17 F 3.400 -4.623 0.784
18 F 3.408 -6.047 2.549
19 F 1.220 -5.647 2.987
20 F 1.844 -6.267 0.902
21 O -1.107 2.217 -1.217
22 C -0.016 2.224 -2.116
23 O 0.827 3.032 -1.989
24 O -0.123 1.248 -3.099
25 C -0.941 0.210 -2.517
26 O -1.883 -0.066 -3.548
27 H -3.891 4.290 -2.731
28 H -3.550 0.038 -1.742
29 H -3.527 0.845 -0.147
30 H -1.803 0.277 1.004
31 H -1.459 -1.090 -0.149
32 H 0.982 -0.538 -0.178
33 H 0.724 0.996 0.765
34 H -0.111 -0.248 2.752
35 H -0.381 -1.718 1.756
36 H 2.344 -0.467 2.703
37 H 2.276 -1.670 1.316
38 H -0.418 -0.775 -2.397
39 H -1.903 -1.013 -3.761
40 Cl 1.934 -4.664 -1.573
41 C 0.615 -4.540 -2.746
42 Cl 1.048 -5.421 -4.220
43 Cl -0.862 -5.232 -2.053
44 Cl 0.337 -2.830 -3.140
45 Cl -0.975 4.582 0.538
46 C -0.666 6.019 -0.452
47 Cl -1.684 5.966 -1.903
48 Cl -1.050 7.475 0.486
49 Cl 1.039 6.054 -0.931
50 Cl -4.932 3.228 4.132
51 C -4.684 1.785 3.136
52 Cl -6.149 1.455 2.196
53 Cl -3.324 2.056 2.031
54 Cl -4.326 0.398 4.181
55 Cl 3.835 5.768 -1.931
56 C 4.051 4.325 -2.941
57 Cl 2.573 4.023 -3.864
58 Cl 5.406 4.585 -4.056
59 Cl 4.397 2.928 -1.905



(2)
Computed, not measured: a molecular structure, C4H13NO2 at a distorted geometry, with ωB97M-V with the def2-TZVPD basis set.

Properties
maximum force	5.7	eV Å⁻¹
E_LUMO (spin up / spin down)	-0.151 / -0.350	hartree
HOMO energy (spin up / spin down)	-15.55 / -15.21	eV
net charge	+1
energy above the lowest of the compared OMol25 structures with the same formula, charge and spin	7.0556	eV
spin multiplicity	2
HOMO-LUMO gap (spin up / spin down)	11.45 / 5.69	eV

Element x y z (Å)
1 C -1.023 1.401 0.569
2 N 0.218 0.465 0.851
3 C 0.893 -0.498 -1.428
4 C 0.265 -0.699 -0.004
5 C -1.008 -1.482 -0.143
6 O -0.500 -3.032 -0.763
7 H -1.802 1.203 1.334
8 H -1.436 1.046 -0.343
9 H -0.741 2.440 0.756
10 H -0.079 0.209 1.790
11 H 0.162 0.134 -2.201
12 H 0.898 -1.411 -1.931
13 H 1.849 -0.044 -1.267
14 H 0.806 -1.422 0.635
15 H -1.635 -1.398 0.784
16 H -1.707 -1.273 -0.979
17 H -0.946 -2.636 0.199
18 H 2.074 2.705 1.397
19 H 1.563 1.779 0.283
20 O 2.148 2.511 0.461



(3)
Computed, not measured: 15 unconnected molecules or ions with the total composition C46H119N6O22 at a distorted geometry, with ωB97M-V with the def2-TZVPD basis set.

Properties
maximum force	3.5	eV Å⁻¹
E_LUMO	-0.094	hartree
HOMO energy	-9.65	eV
net charge	+1
spin multiplicity	1
HOMO-LUMO gap	7.09	eV

Element x y z (Å)
1 C 3.383 -1.485 2.843
2 C 3.534 -0.042 2.300
3 N 2.410 0.130 1.351
4 C 2.436 -0.276 0.046
5 C 1.230 0.131 -0.584
6 N 0.469 0.827 0.406
7 C 1.267 0.818 1.506
8 C -0.938 1.273 0.316
9 H 4.277 -1.711 3.423
10 H 3.294 -2.277 2.099
11 H 2.542 -1.605 3.527
12 H 4.464 0.156 1.767
13 H 3.393 0.739 3.047
14 H 3.328 -0.787 -0.286
15 H 0.991 0.026 -1.632
16 H 1.000 1.395 2.379
17 H -1.488 0.582 0.955
18 H -1.359 1.018 -0.656
19 H -1.083 2.314 0.605
20 C 13.503 8.355 4.365
21 C 14.297 7.109 3.975
22 O 13.804 5.979 4.690
23 C 12.698 5.243 4.412
24 O 11.878 5.448 3.524
25 O 12.675 4.323 5.330
26 C 11.608 3.341 5.465
27 H 13.919 9.240 3.883
28 H 13.639 8.559 5.427
29 H 12.436 8.419 4.153
30 H 15.312 7.239 4.351
31 H 14.471 6.873 2.925
32 H 11.474 2.837 4.508
33 H 10.639 3.828 5.576
34 H 11.865 2.626 6.247
35 C 1.820 -9.049 9.646
36 C 1.079 -10.012 8.768
37 O -0.343 -10.191 9.076
38 C -0.755 -11.010 10.115
39 O 0.021 -11.493 10.896
40 O -2.063 -11.111 10.114
41 C -2.728 -11.841 11.111
42 H 1.941 -9.382 10.677
43 H 1.378 -8.059 9.538
44 H 2.822 -9.013 9.219
45 H 1.611 -10.963 8.794
46 H 1.119 -9.574 7.771
47 H -3.405 -12.643 10.814
48 H -3.349 -11.179 11.714
49 H -1.982 -12.258 11.788
50 C -5.641 8.810 5.069
51 O -4.552 7.936 4.887
52 C -3.677 7.956 6.009
53 C -2.611 6.874 5.950
54 N -1.924 6.937 4.589
55 C -1.029 8.073 4.568
56 C -0.164 8.157 3.293
57 O 0.799 7.122 3.024
58 C 1.883 7.102 3.880
59 H -5.291 9.822 5.272
60 H -6.222 8.548 5.953
61 H -6.292 8.833 4.194
62 H -4.161 7.850 6.979
63 H -3.120 8.887 6.113
64 H -3.111 5.905 5.930
65 H -1.933 6.915 6.802
66 H -2.721 7.111 3.993
67 H -0.361 8.034 5.429
68 H -1.553 9.029 4.556
69 H 0.367 9.109 3.287
70 H -0.863 8.079 2.460
71 H 1.581 7.064 4.927
72 H 2.450 8.026 3.764
73 H 2.574 6.271 3.737
74 C -1.653 4.563 -8.030
75 O -0.479 4.684 -8.758
76 C -0.659 4.850 -10.071
77 C -1.153 3.656 -10.852
78 N -0.058 2.654 -10.912
79 C -0.377 1.566 -11.806
80 C -1.531 0.604 -11.372
81 O -1.387 0.088 -10.039
82 C -0.285 -0.820 -9.895
83 H -1.438 4.777 -6.983
84 H -2.089 3.572 -8.157
85 H -2.427 5.298 -8.249
86 H 0.292 5.113 -10.534
87 H -1.279 5.740 -10.182
88 H -1.400 4.037 -11.843
89 H -2.049 3.181 -10.453
90 H 0.210 2.317 -9.999
91 H 0.542 1.020 -12.017
92 H -0.575 1.956 -12.804
93 H -1.614 -0.226 -12.074
94 H -2.490 1.107 -11.493
95 H 0.751 -0.489 -9.972
96 H -0.309 -1.765 -10.437
97 H -0.359 -1.115 -8.848
98 C -12.477 0.067 -10.098
99 O -11.693 0.516 -8.947
100 C -10.524 1.364 -9.232
101 C -9.696 1.556 -7.928
102 N -10.418 2.362 -6.949
103 C -9.793 2.083 -5.659
104 C -10.497 2.806 -4.493
105 O -9.574 2.662 -3.427
106 C -10.051 3.116 -2.129
107 H -12.267 -0.960 -10.396
108 H -12.485 0.768 -10.933
109 H -13.520 0.013 -9.785
110 H -10.761 2.299 -9.741
111 H -9.913 0.784 -9.925
112 H -8.772 2.042 -8.244
113 H -9.457 0.531 -7.647
114 H -11.324 1.918 -6.994
115 H -8.756 2.415 -5.704
116 H -9.685 1.012 -5.488
117 H -11.487 2.410 -4.271
118 H -10.684 3.834 -4.803
119 H -9.205 3.087 -1.443
120 H -10.721 2.346 -1.745
121 H -10.363 4.160 -2.166
122 C -4.735 -3.680 3.595
123 O -3.559 -3.997 2.877
124 C -3.351 -5.449 2.730
125 C -1.975 -5.659 2.183
126 N -1.797 -7.073 1.987
127 C -0.544 -7.471 1.306
128 C -0.543 -7.256 -0.217
129 O -1.575 -7.872 -0.972
130 C -1.442 -7.685 -2.424
131 H -4.891 -4.457 4.342
132 H -5.586 -3.745 2.916
133 H -4.649 -2.732 4.126
134 H -4.073 -5.972 2.102
135 H -3.418 -5.888 3.726
136 H -1.270 -5.300 2.932
137 H -1.827 -5.082 1.270
138 H -2.608 -7.492 1.555
139 H -0.460 -8.549 1.444
140 H 0.316 -6.952 1.729
141 H 0.362 -7.717 -0.612
142 H -0.461 -6.201 -0.479
143 H -2.415 -7.841 -2.890
144 H -0.820 -8.456 -2.878
145 H -1.047 -6.701 -2.678
146 C -4.555 -3.060 -4.664
147 O -3.992 -1.862 -5.180
148 H -5.403 -3.435 -5.236
149 H -3.841 -3.836 -4.387
150 H -4.953 -2.804 -3.682
151 H -3.416 -2.045 -5.925
152 C 5.929 -6.891 -6.224
153 O 5.037 -7.213 -7.308
154 H 6.958 -6.889 -6.585
155 H 5.651 -5.920 -5.815
156 H 5.852 -7.618 -5.416
157 H 5.329 -8.050 -7.676
158 C 5.184 1.948 -6.303
159 O 3.887 2.418 -6.683
160 H 5.590 2.530 -5.475
161 H 5.145 0.921 -5.941
162 H 5.934 2.022 -7.091
163 H 3.962 3.343 -6.931
164 C 7.306 -1.475 10.977
165 O 6.472 -1.029 9.981
166 H 8.201 -1.942 10.566
167 H 7.616 -0.551 11.465
168 H 6.863 -2.198 11.662
169 H 5.569 -1.039 10.309
170 C 8.115 -8.715 2.609
171 O 7.061 -9.259 3.309
172 H 8.700 -8.039 3.233
173 H 8.767 -9.520 2.271
174 H 7.803 -8.098 1.766
175 H 7.452 -9.790 4.007
176 C 9.814 -1.523 -1.739
177 O 9.077 -2.746 -1.649
178 H 10.010 -1.262 -0.699
179 H 10.775 -1.570 -2.252
180 H 9.121 -0.779 -2.133
181 H 9.612 -3.390 -2.117
182 C -5.668 9.501 -1.080
183 O -4.912 10.617 -1.479
184 H -6.006 9.615 -0.050
185 H -6.515 9.133 -1.658
186 H -4.907 8.727 -0.985
187 H -5.559 11.284 -1.718
188 C -0.881 -1.878 9.931
189 O 0.394 -1.788 10.575
190 H -1.203 -2.917 9.857
191 H -1.549 -1.179 10.433
192 H -0.780 -1.509 8.910
193 H 0.304 -1.895 11.525



(4)
Computed, not measured: a gas-phase ion, C2H2NO3S (charge -1) at a distorted geometry, with ωB97M-V with the def2-TZVPD basis set.

Properties
maximum force	2.7	eV Å⁻¹
E_LUMO	0.145	hartree
HOMO energy	-4.55	eV
net charge	-1
energy above the lowest of the compared OMol25 structures with the same formula, charge and spin	0.2853	eV
spin multiplicity	1
HOMO-LUMO gap	8.48	eV

Element x y z (Å)
1 C 0.703 -0.758 0.380
2 C -0.811 -0.457 0.326
3 N 1.412 0.211 -0.377
4 O 1.177 -1.700 0.992
5 O 0.597 2.557 -0.858
6 O -1.076 0.519 -0.612
7 S 0.459 1.153 -1.261
8 H -1.346 -1.382 0.070
9 H -1.114 -0.144 1.339



(5)
Computed, not measured: a molecular structure, C21H39F6O13Sn at a distorted geometry, with ωB97M-V with the def2-TZVPD basis set.

Properties
maximum force	4.3	eV Å⁻¹
E_LUMO	-0.258	hartree
HOMO energy	-11.04	eV
net charge	+1
spin multiplicity	1
HOMO-LUMO gap	4.02	eV

Element x y z (Å)
1 Sn -1.792 5.716 -0.293
2 O -1.126 1.357 -1.290
3 C -1.830 2.417 -0.832
4 O -2.021 2.446 0.407
5 O -2.195 3.329 -1.626
6 H -1.216 0.863 -0.452
7 C 2.629 -1.527 7.573
8 O 3.177 -1.804 6.306
9 C 2.934 -3.139 5.895
10 C 3.612 -3.237 4.552
11 O 2.996 -2.337 3.639
12 C 3.685 -2.287 2.432
13 C 2.876 -1.652 1.318
14 O 2.384 -0.385 1.737
15 C 1.745 0.331 0.738
16 H 2.720 -2.293 8.347
17 H 1.610 -1.171 7.390
18 H 3.171 -0.679 7.999
19 H 1.861 -3.340 5.771
20 H 3.283 -3.887 6.613
21 H 3.575 -4.258 4.159
22 H 4.650 -2.911 4.677
23 H 3.917 -3.276 2.002
24 H 4.692 -1.871 2.566
25 H 1.988 -2.274 1.148
26 H 3.372 -1.639 0.342
27 H 1.198 1.210 1.088
28 H 0.927 -0.195 0.221
29 H 2.482 0.627 -0.021
30 C -2.381 5.179 -4.276
31 O -1.332 5.603 -3.393
32 C -0.087 5.036 -3.827
33 C 1.007 5.498 -2.887
34 O 0.955 4.938 -1.597
35 C 1.513 3.653 -1.273
36 C 2.850 3.673 -0.629
37 O 3.966 3.597 -1.468
38 C 5.241 3.568 -0.890
39 H -2.268 4.184 -4.708
40 H -2.508 5.953 -5.030
41 H -3.297 5.043 -3.699
42 H 0.209 5.521 -4.760
43 H -0.142 3.949 -3.771
44 H 0.905 6.582 -2.763
45 H 1.986 5.482 -3.377
46 H 1.555 3.066 -2.194
47 H 0.816 3.270 -0.526
48 H 2.974 2.974 0.207
49 H 2.865 4.622 -0.061
50 H 5.474 4.457 -0.297
51 H 5.968 3.509 -1.698
52 H 5.364 2.644 -0.314
53 C -2.995 -6.226 2.343
54 C -2.014 -5.149 2.803
55 O -1.480 -4.398 1.708
56 C -2.237 -3.569 1.003
57 O -3.427 -3.529 1.124
58 C -1.432 -2.772 -0.022
59 F -0.154 -2.678 0.313
60 F -1.549 -3.452 -1.177
61 F -1.981 -1.570 -0.204
62 H -4.023 -5.888 2.465
63 H -2.921 -7.209 2.809
64 H -2.856 -6.487 1.292
65 H -1.188 -5.689 3.270
66 H -2.257 -4.439 3.594
67 C -2.257 0.153 -3.754
68 C -3.504 0.240 -2.943
69 O -4.178 -1.039 -2.915
70 C -5.047 -1.348 -3.858
71 O -5.325 -0.628 -4.771
72 C -5.601 -2.776 -3.739
73 F -5.490 -3.385 -4.932
74 F -4.952 -3.506 -2.843
75 F -6.917 -2.739 -3.492
76 H -2.518 -0.079 -4.791
77 H -1.435 -0.528 -3.534
78 H -1.745 1.117 -3.813
79 H -4.192 1.037 -3.219
80 H -3.265 0.401 -1.894



(6)
Computed, not measured: 8 unconnected molecules or ions with the total composition C24H72B2F8N6O6 at a distorted geometry, with ωB97M-V with the def2-TZVPD basis set.

Properties
maximum force	4.0	eV Å⁻¹
E_LUMO	-0.246	hartree
HOMO energy	-14.44	eV
net charge	+4
energy above the lowest of the compared OMol25 structures with the same formula, charge and spin	0.0000	eV
spin multiplicity	1
HOMO-LUMO gap	7.76	eV

Element x y z (Å)
1 B 0.042 -0.528 0.431
2 F -1.023 0.286 -0.013
3 F 1.188 0.239 0.576
4 F -0.234 -1.230 1.555
5 F 0.379 -1.445 -0.575
6 B 5.527 -4.314 2.996
7 F 6.260 -5.342 2.333
8 F 4.603 -4.867 3.792
9 F 6.337 -3.711 3.872
10 F 4.954 -3.391 2.106
11 C -4.858 -3.083 3.303
12 C -5.449 -2.555 2.024
13 C -5.056 -3.491 0.799
14 O -5.774 -3.070 -0.396
15 C -4.811 -2.880 -1.532
16 N -6.988 -2.603 2.167
17 H -7.454 -2.473 1.280
18 H -7.381 -3.476 2.488
19 H -7.327 -1.905 2.814
20 H -3.771 -3.155 3.274
21 H -5.109 -4.083 3.658
22 H -5.205 -2.467 4.133
23 H -5.283 -1.501 1.799
24 H -5.321 -4.526 1.016
25 H -3.997 -3.420 0.549
26 H -3.976 -2.232 -1.264
27 H -5.217 -2.333 -2.383
28 H -4.442 -3.802 -1.980
29 C 1.009 1.777 7.456
30 C 2.449 2.240 7.000
31 C 3.367 2.521 8.146
32 O 4.669 2.958 7.766
33 C 5.474 3.044 8.951
34 N 3.134 1.038 6.166
35 H 3.676 0.433 6.766
36 H 2.563 0.467 5.560
37 H 3.791 1.431 5.508
38 H 1.048 0.872 8.062
39 H 0.279 1.603 6.665
40 H 0.563 2.538 8.097
41 H 2.358 3.129 6.376
42 H 3.368 1.670 8.827
43 H 2.971 3.331 8.758
44 H 6.231 3.807 8.768
45 H 5.972 2.091 9.128
46 H 4.889 3.256 9.846
47 C -0.637 -8.190 1.886
48 C 0.248 -8.399 0.714
49 C -0.326 -9.092 -0.598
50 O -1.148 -8.280 -1.481
51 C -1.345 -8.814 -2.757
52 N 0.785 -7.029 0.276
53 H 1.491 -7.024 -0.446
54 H -0.015 -6.561 -0.126
55 H 1.172 -6.379 0.945
56 H -1.051 -9.080 2.361
57 H -1.436 -7.514 1.580
58 H -0.208 -7.589 2.688
59 H 1.116 -9.004 0.972
60 H -0.878 -9.950 -0.214
61 H 0.509 -9.350 -1.249
62 H -2.325 -8.508 -3.123
63 H -1.352 -9.903 -2.799
64 H -0.651 -8.413 -3.496
65 C -0.501 4.718 -3.804
66 C 0.055 5.528 -2.569
67 C -0.967 5.943 -1.508
68 O -0.350 6.906 -0.553
69 C -1.078 6.946 0.658
70 N 1.123 4.755 -1.901
71 H 1.491 5.273 -1.116
72 H 0.857 3.813 -1.652
73 H 1.864 4.546 -2.555
74 H -1.116 5.290 -4.500
75 H -1.087 3.885 -3.418
76 H 0.236 4.146 -4.368
77 H 0.504 6.448 -2.943
78 H -1.428 5.062 -1.063
79 H -1.795 6.503 -1.944
80 H -2.012 7.508 0.645
81 H -0.324 7.546 1.168
82 H -1.233 6.015 1.204
83 C 9.691 -1.820 -1.347
84 C 9.229 -1.268 -2.737
85 C 9.747 -1.974 -3.957
86 O 9.299 -1.348 -5.098
87 C 9.529 -2.129 -6.277
88 N 7.668 -1.448 -2.764
89 H 7.279 -0.826 -3.458
90 H 7.331 -2.372 -2.992
91 H 7.256 -1.276 -1.858
92 H 9.273 -2.827 -1.329
93 H 9.115 -1.276 -0.598
94 H 10.772 -1.859 -1.213
95 H 9.477 -0.207 -2.765
96 H 9.566 -3.048 -3.934
97 H 10.836 -1.929 -3.951
98 H 9.033 -1.700 -7.148
99 H 9.239 -3.161 -6.079
100 H 10.580 -2.004 -6.536
101 C -7.409 8.764 -4.724
102 C -7.678 7.248 -5.009
103 C -7.538 6.465 -3.750
104 O -7.614 5.074 -4.079
105 C -7.505 4.239 -2.950
106 N -9.111 7.101 -5.572
107 H -9.150 7.601 -6.449
108 H -9.251 6.145 -5.867
109 H -9.908 7.478 -5.079
110 H -7.091 9.333 -5.598
111 H -6.467 8.805 -4.177
112 H -8.254 9.235 -4.222
113 H -6.996 6.905 -5.787
114 H -8.426 6.762 -3.192
115 H -6.595 6.643 -3.233
116 H -7.566 3.168 -3.143
117 H -8.370 4.419 -2.312
118 H -6.596 4.487 -2.402



maximum force of number 6 (C24H72B2F8N6O6)?
4.0 eV Å⁻¹



What did the fourth record say?
Computed, not measured: a gas-phase ion, C2H2NO3S (charge -1) at a distorted geometry, with ωB97M-V with the def2-TZVPD basis set.

Properties
maximum force	2.7	eV Å⁻¹
E_LUMO	0.145	hartree
HOMO energy	-4.55	eV
net charge	-1
energy above the lowest of the compared OMol25 structures with the same formula, charge and spin	0.2853	eV
spin multiplicity	1
HOMO-LUMO gap	8.48	eV

Element x y z (Å)
1 C 0.703 -0.758 0.380
2 C -0.811 -0.457 0.326
3 N 1.412 0.211 -0.377
4 O 1.177 -1.700 0.992
5 O 0.597 2.557 -0.858
6 O -1.076 0.519 -0.612
7 S 0.459 1.153 -1.261
8 H -1.346 -1.382 0.070
9 H -1.114 -0.144 1.339



What is the formula in the second record?
C4H13NO2